{"formula": "C4H7O3P", "method": "ωB97M-V/def2-TZVPD", "symbols": ["C", "C", "C", "C", "O", "O", "O", "P", "H", "H", "H", "H", "H", "H", "H"], "coordinates": [[-1.697, 0.687, 1.043], [-0.026, -0.086, -2.352], [1.240, -0.855, -2.514], [-0.848, 0.091, 2.131], [-1.299, 0.963, -0.140], [-1.145, -0.312, -2.694], [1.414, 0.895, -0.116], [0.333, 1.323, -0.970], [-2.738, 0.926, 1.077], [1.212, -1.690, -3.382], [1.553, -1.261, -1.504], [2.040, -0.086, -2.590], [-1.580, -0.756, 2.479], [0.042, -0.245, 1.625], [-0.790, 0.820, 3.043]], "nbo_charge": [0.458, 0.322, -0.763, -0.726, -0.593, -0.535, -1.137, 1.246, 0.174, 0.233, 0.272, 0.248, 0.250, 0.281, 0.270], "lumo_ev": [-0.644, -0.642], "de_lowest_kj_mol": 290.7, "orbital_gap_ev": [6.605, 6.607]}

***

{"formula": "C4H7O4PS", "method": "ωB97M-V/def2-TZVPD", "symbols": ["O", "C", "C", "C", "P", "O", "O", "S", "C", "O", "H", "H", "H", "H", "H", "H", "H"], "coordinates": [[3.411, 0.960, 0.905], [2.450, 0.513, 0.088], [1.027, 1.203, -0.400], [0.028, -0.113, -0.550], [-1.690, -0.084, 0.287], [-2.879, 0.135, -1.007], [-1.844, 1.306, 1.325], [-1.994, -1.790, 1.243], [1.044, -1.360, -0.095], [2.343, -0.812, -0.610], [1.118, 1.929, -1.338], [0.614, 1.846, 0.510], [-0.044, -0.299, -1.724], [-3.119, -0.765, -1.385], [-2.450, 1.051, 2.082], [1.235, -1.271, 1.080], [0.750, -2.448, -0.414]], "nbo_charge": [-0.520, 0.804, -0.532, -0.605, 1.716, -0.969, -0.958, -0.591, -0.082, -0.562, 0.273, 0.256, 0.273, 0.514, 0.523, 0.203, 0.256], "lumo_ev": 0.049, "de_lowest_kj_mol": 0.0, "smiles": "O=C1C[C@H](P(O)(O)=S)CO1", "orbital_gap_ev": 9.634}